Entry 1:
Density functional theory data (ωB97M-V/def2-TZVPD) for a molecular structure, C18H30N4O2S at a distorted geometry.

CARTESIAN COORDINATES (ANGSTROEM)
1 C 3.34 -3.53 1.76
2 H 4.02 -4.03 1.19
3 H 3.30 -3.70 2.71
4 H 2.41 -3.61 1.34
5 C 4.00 -1.92 1.61
6 C 2.87 -1.21 2.35
7 H 3.19 -0.27 2.43
8 H 2.74 -1.41 3.21
9 H 1.90 -1.19 1.68
10 H 4.81 -1.88 2.08
11 C 3.86 -1.73 -0.06
12 C 2.80 -1.96 -0.87
13 N 1.85 -1.14 -0.59
14 N 0.61 -1.71 -1.48
15 C 1.10 -2.67 -2.20
16 N 0.22 -3.53 -2.94
17 C -1.06 -3.24 -3.18
18 O -1.57 -4.09 -4.08
19 C -1.96 -2.04 -2.75
20 C -1.65 -0.91 -3.35
21 H -2.02 -0.76 -4.39
22 C -2.11 0.17 -2.52
23 O -3.08 1.02 -2.85
24 N -1.36 0.37 -1.37
25 H -0.47 0.02 -1.54
26 C -1.53 1.63 -0.41
27 H -2.18 2.20 -0.67
28 C -0.30 2.41 -0.45
29 C -0.22 3.55 0.56
30 C -0.41 3.45 2.09
31 H 0.21 4.19 2.42
32 C -1.70 3.74 2.48
33 H -2.02 4.78 2.62
34 H -1.74 3.30 3.64
35 C -2.90 3.10 1.77
36 H -4.06 3.45 2.09
37 C -2.97 1.72 1.54
38 C -2.04 0.74 1.06
39 H -1.04 0.80 1.54
40 H -2.28 -0.28 0.63
41 H -4.04 1.34 1.29
42 H -3.22 0.92 2.69
43 H -2.87 3.46 0.74
44 H 0.07 2.43 2.37
45 H 0.76 4.14 0.19
46 H -1.05 4.46 0.22
47 H 0.10 2.71 -1.22
48 H 0.62 1.84 0.23
49 H -0.52 -0.64 -3.68
50 H -1.58 -2.23 -1.68
51 H -2.96 -2.32 -2.79
52 H 0.65 -4.13 -3.57
53 S 2.58 -3.09 -1.87
54 H 4.79 -2.18 -0.20
55 H 4.11 -0.54 0.20

HOMO energy ... -8.2 eV
Total charge ... 0
Gap between HOMO and LUMO ... 0.3011 Eh
Relative energy (zero: lowest compared OMol25 entry of this formula, charge and spin) ... 1905.8 kJ/mol
DFT total energy ... -40025.252 eV
Multiplicity ... 1


Entry 2:
Density functional theory data (ωB97M-V/def2-TZVPD) for a single C18H30N6O4 molecule at a distorted geometry.

CARTESIAN COORDINATES (ANGSTROEM)
1 C -0.68 -1.58 -2.24
2 H -0.50 -1.54 -3.31
3 H -0.07 -0.84 -1.74
4 H -1.73 -1.36 -2.06
5 C -0.31 -2.97 -1.72
6 H -0.93 -3.74 -2.20
7 O -0.40 -3.09 -0.31
8 C -1.71 -3.16 0.21
9 C -1.87 -2.18 1.39
10 N -1.82 -0.81 0.96
11 C -0.76 0.03 0.81
12 N -1.13 1.23 0.40
13 C -2.46 1.17 0.24
14 C -2.93 -0.09 0.58
15 C -4.32 -0.43 0.52
16 O -4.82 -1.51 0.80
17 N -5.09 0.65 0.08
18 C -4.65 1.92 -0.27
19 O -5.43 2.77 -0.64
20 N -3.29 2.16 -0.18
21 C -2.76 3.46 -0.53
22 H -3.59 4.09 -0.82
23 H -2.24 3.88 0.33
24 H -2.06 3.36 -1.36
25 C -6.52 0.45 -0.03
26 H -6.84 0.63 -1.05
27 H -6.74 -0.58 0.26
28 H -7.04 1.15 0.63
29 C 0.66 -0.36 1.07
30 N 1.45 -0.17 -0.13
31 C 1.82 1.21 -0.40
32 C 2.97 1.71 0.48
33 N 4.12 0.84 0.32
34 C 3.77 -0.52 0.69
35 C 2.63 -1.01 -0.21
36 H 2.35 -2.04 0.05
37 H 2.97 -0.99 -1.24
38 H 4.64 -1.17 0.55
39 H 3.47 -0.58 1.75
40 C 5.31 1.32 1.00
41 H 5.31 2.41 0.94
42 C 6.56 0.80 0.28
43 O 6.50 1.10 -1.09
44 H 5.57 0.96 -1.35
45 H 7.46 1.29 0.67
46 H 6.66 -0.28 0.43
47 H 5.34 1.03 2.06
48 H 3.24 2.72 0.17
49 H 2.65 1.76 1.54
50 H 0.93 1.83 -0.25
51 H 2.12 1.27 -1.44
52 H 0.69 -1.41 1.33
53 H 1.03 0.23 1.93
54 H -2.84 -2.35 1.84
55 H -1.08 -2.36 2.12
56 H -1.89 -4.17 0.59
57 H -2.46 -2.93 -0.54
58 H 0.74 -3.18 -1.94

HOMO energy ... -8.4 eV
Total charge ... 0
Gap between HOMO and LUMO ... 0.3317 Eh
Relative energy (zero: lowest compared OMol25 entry of this formula, charge and spin) ... 114.5 kJ/mol
DFT total energy ... -36284.524 eV
Multiplicity ... 1


Entry 3:
Density functional theory data (ωB97M-V/def2-TZVPD) for a molecular structure, C18H30N6OPd.

CARTESIAN COORDINATES (ANGSTROEM)
1 Pd -2.46 -0.37 2.27
2 C -5.62 -2.96 0.46
3 C -4.51 -2.35 1.24
4 N -4.31 -1.09 1.36
5 C -5.11 -0.01 0.77
6 C -4.16 1.01 0.17
7 N -3.06 1.40 1.11
8 C -3.37 2.49 2.08
9 C -3.95 1.98 3.38
10 N -3.09 0.91 3.96
11 C -1.86 1.38 4.65
12 C -0.71 0.33 4.61
13 N -1.17 -0.87 3.93
14 C -0.90 -2.10 4.21
15 C 0.08 -2.55 5.23
16 C -1.72 -3.08 3.46
17 C -1.70 -4.46 3.62
18 C -2.65 -5.21 2.94
19 C -3.60 -4.58 2.14
20 C -3.55 -3.20 2.01
21 N -2.61 -2.50 2.65
22 H -6.55 -2.89 1.03
23 H -5.43 -4.00 0.23
24 H -5.77 -2.43 -0.49
25 H -5.73 0.41 1.56
26 H -5.78 -0.39 0.00
27 H -4.71 1.90 -0.15
28 H -3.68 0.58 -0.72
29 H -2.29 1.72 0.53
30 H -4.06 3.21 1.62
31 H -2.44 3.03 2.25
32 H -4.95 1.56 3.25
33 H -4.04 2.81 4.09
34 H -3.65 0.33 4.58
35 H -2.13 1.61 5.69
36 H -1.54 2.30 4.19
37 H -0.39 0.09 5.63
38 H 0.14 0.74 4.08
39 H 0.65 -1.75 5.67
40 H 0.78 -3.25 4.76
41 H -0.44 -3.11 6.02
42 H -0.99 -4.93 4.28
43 H -2.66 -6.29 3.04
44 H -4.35 -5.17 1.63
45 C 11.46 3.98 -8.89
46 N 10.73 3.25 -9.89
47 C 11.23 3.15 -11.23
48 C 9.46 2.63 -9.55
49 O 9.04 2.71 -8.44
50 H 11.41 5.05 -9.14
51 H 12.51 3.69 -8.94
52 H 11.03 3.81 -7.91
53 H 12.13 2.52 -11.21
54 H 11.54 4.14 -11.58
55 H 10.49 2.71 -11.89
56 H 8.99 2.13 -10.40

HOMO energy (alpha / beta) ... -19.3 / -19.1 eV
Total charge ... +4
Gap between HOMO and LUMO (alpha / beta) ... 0.2818 / 0.1748 Eh
Relative energy (zero: lowest compared OMol25 entry of this formula, charge and spin) ... 72.6 kJ/mol
DFT total energy ... -33579.722 eV
Multiplicity ... 5


Entry 4:
Density functional theory data (ωB97M-V/def2-TZVPD) for 6 unconnected molecules or ions with the total composition C18H30NO15Si.

CARTESIAN COORDINATES (ANGSTROEM)
1 C 2.85 -0.46 2.44
2 Si 1.01 -0.20 1.98
3 C 0.78 1.69 2.07
4 C -0.10 -0.98 3.32
5 N 0.74 -0.87 0.45
6 H 3.26 -1.19 1.71
7 H 3.43 0.49 2.39
8 H 2.98 -0.86 3.47
9 H 0.96 2.08 3.10
10 H 1.50 2.17 1.38
11 H -0.25 1.96 1.74
12 H 0.41 -1.84 3.81
13 H -1.04 -1.35 2.83
14 H -0.39 -0.27 4.12
15 H -0.16 -1.38 0.47
16 C -5.81 0.10 1.74
17 C -4.82 -0.69 0.91
18 O -3.58 -0.18 1.36
19 C -3.73 0.36 2.58
20 O -2.81 0.78 3.22
21 O -5.05 0.41 2.91
22 H -6.71 -0.45 2.01
23 H -6.10 1.04 1.26
24 H -4.87 -1.76 1.13
25 H -4.91 -0.54 -0.17
26 C 3.72 -4.19 -0.27
27 C 4.06 -4.23 1.20
28 O 5.15 -5.16 1.24
29 C 5.73 -5.19 0.02
30 O 6.76 -5.75 -0.23
31 O 4.98 -4.51 -0.88
32 H 3.37 -3.22 -0.61
33 H 3.00 -4.96 -0.56
34 H 4.40 -3.27 1.57
35 H 3.24 -4.59 1.83
36 C -1.00 -1.39 -2.55
37 C -1.44 -2.83 -2.67
38 O -2.77 -2.80 -2.14
39 C -3.25 -1.55 -2.29
40 O -4.41 -1.27 -2.15
41 O -2.27 -0.69 -2.63
42 H -0.35 -1.08 -3.36
43 H -0.52 -1.16 -1.60
44 H -1.50 -3.18 -3.70
45 H -0.83 -3.52 -2.08
46 C 1.61 1.37 -2.97
47 C 2.00 2.82 -3.23
48 O 3.24 2.67 -3.94
49 C 3.28 1.45 -4.51
50 O 4.10 1.10 -5.31
51 O 2.26 0.69 -4.07
52 H 0.54 1.18 -3.02
53 H 2.01 0.99 -2.03
54 H 1.29 3.33 -3.89
55 H 2.14 3.40 -2.33
56 C -2.27 4.15 1.02
57 C -1.93 5.61 0.83
58 O -0.74 5.54 0.05
59 C -0.71 4.34 -0.58
60 O 0.11 4.04 -1.40
61 O -1.70 3.55 -0.14
62 H -3.34 3.95 1.05
63 H -1.79 3.72 1.90
64 H -2.69 6.15 0.25
65 H -1.73 6.15 1.75

HOMO energy ... -3.6 eV
Total charge ... -1
Gap between HOMO and LUMO ... 0.2121 Eh
DFT total energy ... -59235.325 eV
Multiplicity ... 1


Entry 5:
Density functional theory data (ωB97M-V/def2-TZVPD) for a molecular structure, C18H31As3MnNO4.

CARTESIAN COORDINATES (ANGSTROEM)
1 Mn 0.27 0.17 0.20
2 O 0.21 3.68 2.20
3 C 0.08 2.49 1.73
4 O 0.73 2.06 0.75
5 C -0.92 1.61 2.37
6 C -1.84 1.87 3.36
7 C -2.75 0.84 3.68
8 C -2.73 -0.36 2.99
9 C -1.77 -0.53 1.99
10 N -0.91 0.43 1.74
11 C -1.57 -1.69 1.04
12 O -2.11 -2.74 1.12
13 O -0.66 -1.38 0.07
14 H 0.85 4.22 1.70
15 H -1.87 2.82 3.87
16 H -3.48 1.01 4.45
17 H -3.44 -1.15 3.19
18 C 0.20 -0.97 -3.23
19 As 1.34 -0.05 -1.98
20 C 1.73 1.64 -2.84
21 C 3.02 -1.05 -2.14
22 C 4.00 -0.98 -0.96
23 C 4.31 0.48 -0.60
24 C 3.48 -1.75 0.26
25 As 2.05 -0.95 1.34
26 C 2.93 0.16 2.65
27 C 1.39 -2.45 2.34
28 C 5.37 -1.58 -1.40
29 As 5.53 -3.35 -2.18
30 C 4.67 -4.81 -1.27
31 C 5.19 -3.40 -4.06
32 H -0.05 -1.95 -2.84
33 H 0.71 -1.05 -4.19
34 H -0.72 -0.40 -3.36
35 H 2.19 1.45 -3.81
36 H 2.39 2.25 -2.23
37 H 0.79 2.18 -3.00
38 H 3.49 -0.68 -3.05
39 H 2.72 -2.09 -2.33
40 H 3.41 1.01 -0.27
41 H 4.71 1.02 -1.45
42 H 5.04 0.53 0.21
43 H 4.28 -1.90 0.99
44 H 3.10 -2.74 -0.01
45 H 3.71 -0.44 3.13
46 H 2.21 0.47 3.40
47 H 3.38 1.04 2.18
48 H 2.23 -2.95 2.81
49 H 0.87 -3.14 1.67
50 H 0.70 -2.11 3.11
51 H 6.07 -1.58 -0.55
52 H 5.82 -0.94 -2.17
53 H 4.86 -4.75 -0.20
54 H 5.07 -5.74 -1.67
55 H 3.60 -4.76 -1.48
56 H 5.64 -2.54 -4.54
57 H 4.10 -3.41 -4.21
58 H 5.61 -4.32 -4.47

HOMO energy (alpha / beta) ... -18.2 / -18.2 eV
Total charge ... +3
Gap between HOMO and LUMO (alpha / beta) ... 0.2885 / 0.2758 Eh
Relative energy (zero: lowest compared OMol25 entry of this formula, charge and spin) ... 0.0 kJ/mol
DFT total energy ... -242658.897 eV
Multiplicity ... 4


Entry 6:
Density functional theory data (ωB97M-V/def2-TZVPD) for 2 unconnected molecules or ions with the total composition C18H31BN4O3P at a distorted geometry.

CARTESIAN COORDINATES (ANGSTROEM)
1 C -4.25 1.17 2.44
2 C -4.85 2.37 1.67
3 C -3.98 3.62 1.61
4 C -2.92 3.59 0.50
5 N -2.03 2.44 0.69
6 C -1.10 2.20 -0.41
7 C -0.38 0.86 -0.02
8 C 1.01 1.19 0.56
9 N -0.38 0.00 -1.21
10 B 0.41 -1.31 -1.13
11 O 0.03 -2.15 -0.12
12 N 1.50 -1.58 -1.98
13 C 1.95 -3.00 -1.83
14 C 1.18 -1.35 -3.42
15 C -1.06 0.51 -2.16
16 C -1.73 1.79 -1.76
17 N -3.17 1.42 -1.55
18 C -3.75 0.77 -2.44
19 O -4.27 0.04 -3.15
20 P -1.74 3.12 -3.07
21 O -1.23 2.62 -4.36
22 H -4.95 0.72 3.14
23 H -3.93 0.41 1.72
24 H -3.34 1.49 2.95
25 H -5.17 2.07 0.67
26 H -5.77 2.66 2.19
27 H -4.63 4.47 1.37
28 H -3.52 3.87 2.58
29 H -2.38 4.55 0.49
30 H -3.47 3.52 -0.44
31 H -1.52 2.59 1.55
32 H -0.39 3.03 -0.44
33 H -0.97 0.40 0.78
34 H 1.58 0.30 0.82
35 H 0.86 1.74 1.49
36 H 1.55 1.81 -0.15
37 H -0.92 -2.25 -0.04
38 H 2.31 -3.20 -0.82
39 H 2.80 -3.14 -2.49
40 H 1.13 -3.67 -2.10
41 H 1.26 -0.28 -3.65
42 H 0.16 -1.67 -3.65
43 H 1.90 -1.87 -4.04
44 H -1.14 0.02 -3.12
45 H -1.02 4.24 -2.58
46 H -3.08 3.53 -3.14
47 C 4.69 -2.64 1.57
48 C 5.98 -2.47 2.05
49 C 6.57 -3.47 2.82
50 C 5.88 -4.63 3.11
51 C 4.58 -4.81 2.62
52 C 3.99 -3.81 1.86
53 H 4.23 -1.87 0.97
54 H 6.53 -1.57 1.83
55 H 7.58 -3.33 3.20
56 H 6.34 -5.41 3.70
57 H 4.04 -5.72 2.84
58 H 2.98 -3.94 1.49

HOMO energy ... -11.2 eV
Total charge ... +1
Gap between HOMO and LUMO ... 0.2456 Eh
DFT total energy ... -41231.915 eV
Multiplicity ... 1


> Which formula does entry 3 have?

C18H30N6OPd


> What is the multiplicity in the sixth record?

1


> Which value of total charge does entry 3 give?

+4


> Which of these has the highest DFT total energy?

C18H30N6OPd